Entry from the Open Molecules 2025 dataset: 14 unconnected molecules or ions with the total composition C62H97F5O17S4 in a non-equilibrium geometry (ωB97M-V/def2-TZVPD).

Structure (XYZ):
```
185
Properties=species:S:1:pos:R:3:lowdin_charge:R:1
C -0.6500 -0.7522 4.2777 -0.179
C -0.4453 0.0063 5.5938 -0.149
C -0.6003 -1.1363 6.5785 -0.194
O -0.0118 -2.2331 5.8826 -0.125
C -0.1992 -2.1575 4.4705 -0.193
H -0.1784 -0.1977 3.4664 0.101
H -1.7317 -0.8206 4.1621 0.091
H -1.1334 0.8318 5.7759 0.112
H 0.5740 0.3911 5.6269 0.104
H -1.6573 -1.2626 6.8128 0.115
H 0.0351 -0.9331 7.4405 0.123
H -0.7466 -3.0181 4.0861 0.105
H 0.7473 -2.3048 3.9503 0.096
C -3.5384 4.2688 2.9181 -0.127
C -2.3649 3.7335 3.8365 -0.116
C -1.7884 2.6300 2.9748 -0.202
O -2.0018 3.1408 1.6689 -0.195
C -3.2045 3.8059 1.5401 -0.244
H -3.6334 5.3420 3.0828 0.108
H -4.4727 3.8220 3.2581 0.105
H -2.6296 3.4296 4.8492 0.109
H -1.6277 4.5345 3.8914 0.106
H -2.1894 1.6262 3.1150 0.106
H -0.7025 2.5908 3.0600 0.091
H -3.9762 3.0989 1.2358 0.108
H -3.0168 4.4903 0.7127 0.110
C 1.9161 -3.7982 -3.4395 -0.166
C 1.6655 -5.0859 -2.7305 -0.166
C 0.4113 -5.6267 -3.4404 -0.208
O -0.3593 -4.4810 -3.5814 -0.165
C 0.4731 -3.3074 -3.6755 -0.158
H 2.5043 -3.8855 -4.3530 0.109
H 2.4809 -3.0577 -2.8732 0.098
H 1.4816 -4.8118 -1.6917 0.109
H 2.4377 -5.8550 -2.7518 0.114
H -0.1622 -6.3243 -2.8300 0.111
H 0.6984 -5.9775 -4.4316 0.124
H 0.1478 -2.6024 -2.9106 0.100
H 0.4161 -2.8463 -4.6615 0.123
C 2.1141 4.6811 -3.9555 -0.150
C 1.8842 4.5631 -2.4521 -0.136
C 2.4121 3.1439 -2.1123 -0.158
O 3.0914 2.6679 -3.2980 -0.154
C 3.2619 3.7023 -4.2101 -0.219
H 2.3118 5.7131 -4.2454 0.114
H 1.2612 4.3220 -4.5314 0.101
H 0.8355 4.7373 -2.2116 0.080
H 2.4895 5.2805 -1.8980 0.105
H 1.5653 2.4873 -1.9119 0.085
H 3.1395 3.1216 -1.3008 0.088
H 3.2078 3.3337 -5.2345 0.125
H 4.2217 4.1660 -3.9826 0.119
C -5.9536 -1.6253 1.1253 -0.123
C -5.4026 -1.0402 2.4703 -0.156
C -4.2924 -0.2044 2.0062 -0.209
O -4.1760 -0.3839 0.5686 -0.159
C -4.7199 -1.6553 0.2144 -0.187
H -6.6948 -0.9290 0.7330 0.115
H -6.4090 -2.6016 1.2912 0.107
H -5.1764 -1.7882 3.2301 0.099
H -6.1419 -0.3432 2.8649 0.110
H -3.3443 -0.4165 2.5004 0.084
H -4.4897 0.8499 2.2003 0.111
H -4.0263 -2.4728 0.4108 0.108
H -5.0113 -1.6519 -0.8360 0.112
O -1.1776 0.0362 -6.5996 -0.302
S -1.8201 0.9553 -5.6535 0.716
O -2.5583 2.1580 -6.0475 -0.299
O -2.7095 0.0437 -4.5376 -0.241
C -2.2619 -1.1736 -4.0654 -0.357
C -3.0603 -1.7230 -2.9683 -0.053
C -0.4720 1.4600 -4.5249 -0.095
H -1.1911 -1.2128 -3.8656 0.077
H -2.3587 -1.9030 -4.8696 0.127
H -4.1142 -1.5148 -3.1531 0.093
H -2.8547 -1.1525 -2.0626 0.066
H -2.8724 -2.7926 -2.8743 0.070
H 0.2259 2.0740 -5.0941 0.067
H -0.0650 0.5099 -4.1787 0.041
H -0.8728 2.0556 -3.7047 0.051
O 3.9558 2.3626 2.3494 -0.297
S 3.1236 1.8136 3.4042 0.617
O 1.9288 2.5338 3.7824 -0.292
O 2.8166 0.2156 3.2265 -0.255
C 3.8174 -0.5467 2.5519 -0.278
C 3.3818 -1.9855 2.6962 -0.048
C 4.2005 1.8162 4.8520 -0.102
H 4.8447 -0.4153 2.8920 0.110
H 3.8156 -0.2214 1.5116 0.099
H 3.1519 -2.2587 3.7261 0.079
H 4.0758 -2.7371 2.3200 0.092
H 2.3958 -2.0680 2.2389 0.058
H 3.6219 1.5032 5.7211 0.067
H 4.4688 2.8548 5.0456 0.077
H 4.9926 1.0815 4.7074 0.068
O 7.0001 0.0461 -1.5756 -0.291
S 6.6469 0.8799 -0.4290 0.695
O 6.5071 0.2464 0.8770 -0.307
O 7.7839 2.1284 -0.3418 -0.258
C 7.8741 2.7550 0.8972 -0.345
C 8.0677 4.2279 0.6887 -0.063
C 5.1502 1.8953 -0.8663 -0.084
H 8.7564 2.3205 1.3671 0.123
H 7.0133 2.5455 1.5323 0.104
H 8.9731 4.4408 0.1204 0.084
H 8.0021 4.7890 1.6209 0.083
H 7.2208 4.5338 0.0745 0.076
H 4.5073 1.0332 -1.0438 0.042
H 5.5220 2.3852 -1.7663 0.079
H 4.9030 2.5448 -0.0265 0.054
O 2.1924 0.1189 -0.7765 -0.301
S 0.7580 0.0566 -0.5141 0.702
O -0.1499 -0.1125 -1.6497 -0.301
O 0.3796 -1.1340 0.6047 -0.277
C -0.9272 -1.6986 0.7289 -0.224
C -0.7488 -3.2859 0.6935 -0.024
C 0.1888 1.5924 0.4830 -0.049
H -1.6387 -1.5111 -0.0753 0.095
H -1.3680 -1.4587 1.6965 0.088
H 0.0691 -3.6451 1.3180 0.078
H -0.6880 -3.6345 -0.3375 0.058
H -1.6983 -3.7657 0.9310 0.039
H 0.6033 1.5003 1.4869 0.043
H -0.8867 1.4156 0.4720 0.052
H 0.5003 2.5183 -0.0005 0.051
F -5.1787 1.6566 -2.3187 0.049
C -4.1450 2.5322 -2.4222 -0.237
C -3.1804 2.4924 -1.4009 0.012
C -2.0787 3.4217 -1.4536 -0.097
C -1.9971 4.3804 -2.4247 -0.114
C -2.9459 4.3778 -3.4479 -0.078
C -3.9976 3.4274 -3.5285 0.006
H -3.3435 1.7585 -0.6255 0.096
H -1.3563 3.4108 -0.6508 0.068
H -1.2202 5.1272 -2.4957 0.089
H -2.8863 5.1152 -4.2348 0.104
H -4.5935 3.4365 -4.4291 0.109
F -3.0310 -2.8739 3.4249 0.075
C -3.3271 -4.0595 3.8570 -0.329
C -3.5283 -5.1129 2.9591 -0.002
C -4.0151 -6.3432 3.3568 -0.060
C -4.1907 -6.4537 4.7140 -0.118
C -4.1034 -5.4513 5.6571 -0.065
C -3.6327 -4.2110 5.2065 0.004
H -3.2953 -4.7975 1.9528 0.091
H -4.2492 -7.1260 2.6505 0.088
H -4.5454 -7.3760 5.1499 0.101
H -4.2777 -5.7102 6.6910 0.107
H -3.5436 -3.3141 5.8016 0.112
F 2.4473 -0.1209 -5.7867 0.032
C 3.3989 -0.8712 -5.1411 -0.243
C 3.6279 -0.6946 -3.7619 0.002
C 4.6453 -1.4608 -3.1559 -0.096
C 5.2323 -2.4480 -3.9077 -0.110
C 5.0195 -2.6037 -5.2741 -0.085
C 4.1194 -1.7690 -5.9135 -0.025
H 3.0671 -0.0050 -3.1484 0.084
H 4.7459 -1.4498 -2.0807 0.100
H 5.7794 -3.1614 -3.3092 0.105
H 5.5898 -3.3495 -5.8079 0.104
H 3.8815 -1.9399 -6.9530 0.117
F 1.9137 8.6931 -0.3149 0.072
C 1.5225 7.6076 0.3429 -0.301
C 2.4468 6.7763 0.9580 -0.012
C 2.0038 5.5740 1.5525 -0.049
C 0.6281 5.2853 1.5277 -0.081
C -0.2768 6.1666 0.9548 -0.080
C 0.1543 7.3271 0.3452 -0.010
H 3.4807 7.0864 0.9946 0.112
H 2.6914 4.8777 2.0095 0.086
H 0.3228 4.4054 2.0746 0.078
H -1.3433 6.0009 0.9956 0.096
H -0.5763 7.9346 -0.1684 0.117
F -5.0500 -4.2945 -2.4579 0.051
C -4.4722 -5.2265 -1.6583 -0.265
C -3.1006 -5.4803 -1.6615 -0.006
C -2.5894 -6.4291 -0.7908 -0.079
C -3.4510 -7.2206 -0.0501 -0.129
C -4.7949 -6.9931 -0.0648 -0.100
C -5.3438 -5.9755 -0.8847 0.005
H -2.4441 -4.8523 -2.2455 0.087
H -1.5317 -6.5496 -0.6084 0.106
H -3.1028 -7.9256 0.6902 0.103
H -5.4335 -7.7429 0.3783 0.107
H -6.4131 -5.9000 -1.0157 0.115
```

Its net charge is 0. For the strongest force on any atom, the calculation gives 4.06 eV/A.


Entry from the Open Molecules 2025 dataset: 7 unconnected molecules or ions with the total composition C63H133N7O7 in a non-equilibrium geometry (ωB97M-V/def2-TZVPD).

Structure (XYZ):
```
210
Properties=species:S:1:pos:R:3:lowdin_charge:R:1
C 5.4456 -33.4502 5.2130 -0.060
C 6.0737 -32.7111 4.0558 -0.485
C 4.8215 -32.3431 3.2315 -0.043
C 6.7713 -31.3814 4.5236 -0.106
C 7.6452 -30.6642 3.4176 -0.156
C 8.6941 -31.6854 2.8859 -0.129
C 8.0458 -32.9543 2.3126 -0.423
C 7.2298 -32.6851 0.9320 -0.001
C 9.0675 -34.0248 1.9765 -0.057
N 7.0533 -33.5847 3.3127 -0.135
O 6.6700 -34.8587 3.0779 -0.015
H 6.3024 -33.9820 5.6268 0.084
H 4.8776 -32.9402 5.9911 0.092
H 4.9708 -34.3884 4.9255 0.076
H 4.3998 -33.2872 2.8867 0.047
H 4.0433 -31.8567 3.8196 0.091
H 5.1819 -31.8006 2.3575 0.071
H 5.9965 -30.6493 4.7511 0.109
H 7.3155 -31.6274 5.4354 0.114
H 7.0314 -30.2262 2.6305 0.095
H 8.0374 -29.7929 3.9423 0.102
H 9.5131 -31.8792 3.5786 0.119
H 9.1680 -31.1073 2.0926 0.113
H 7.8635 -32.9101 0.0741 0.074
H 6.9066 -31.6447 0.9006 0.063
H 6.3506 -33.3290 0.9118 0.055
H 9.7833 -33.6627 1.2385 0.089
H 8.5758 -34.8497 1.4609 0.064
H 9.4890 -34.5828 2.8126 0.091
H 5.9984 -34.7545 2.3999 0.077
C -3.1391 -30.4493 -1.4645 -0.054
C -1.5865 -30.2712 -1.5006 -0.442
C -0.9385 -31.1995 -0.4918 -0.038
C -1.3577 -30.7349 -2.9364 -0.179
C 0.0327 -30.4174 -3.4284 -0.170
C 0.2668 -28.9038 -3.1382 -0.119
C 0.0253 -28.2952 -1.7371 -0.529
C 1.1395 -28.6466 -0.7546 -0.021
C 0.0089 -26.8053 -1.9570 -0.048
N -1.2882 -28.7785 -1.3637 -0.138
O -1.7100 -28.3011 -0.1911 -0.002
H -3.6781 -29.6534 -1.9784 0.081
H -3.5951 -31.3733 -1.8199 0.088
H -3.5024 -30.1981 -0.4680 0.074
H -0.7428 -30.7117 0.4631 0.085
H -1.5302 -32.0534 -0.1617 0.082
H 0.0601 -31.5866 -0.6943 0.050
H -1.5069 -31.8146 -2.9404 0.125
H -2.0480 -30.2331 -3.6144 0.122
H 0.7064 -31.0951 -2.9041 0.094
H 0.1646 -30.6966 -4.4737 0.110
H -0.2937 -28.4403 -3.9500 0.116
H 1.2901 -28.6644 -3.4272 0.113
H 1.2319 -29.7167 -0.5692 0.066
H 1.2334 -28.2512 0.2568 0.084
H 2.0473 -28.3053 -1.2521 0.082
H 0.9492 -26.3643 -2.2878 0.089
H -0.1208 -26.2976 -1.0012 0.083
H -0.6613 -26.4883 -2.7561 0.093
H -1.8238 -27.3517 -0.2772 0.102
C 1.8372 -43.4989 3.3467 -0.035
C 0.3547 -43.4874 3.7431 -0.507
C -0.0786 -45.0177 3.9143 -0.024
C 0.2532 -42.7445 5.0840 -0.119
C 0.5490 -41.1863 5.0102 -0.157
C -0.4009 -40.5997 4.0110 -0.148
C -0.4721 -41.4015 2.6632 -0.416
C -1.9154 -40.9722 2.1748 -0.053
C 0.6200 -41.0667 1.5947 -0.003
N -0.6464 -42.8452 2.9176 -0.101
O -1.1328 -43.5277 1.7115 -0.018
H 2.3777 -44.2696 3.8961 0.087
H 1.7683 -43.8877 2.3307 0.084
H 2.4106 -42.5856 3.1875 0.052
H -1.1316 -45.0749 4.1897 0.077
H 0.1624 -45.5669 3.0041 0.076
H 0.3261 -45.5834 4.7535 0.074
H -0.7539 -42.8683 5.4823 0.114
H 0.8563 -43.3135 5.7914 0.112
H 0.4765 -40.7068 5.9864 0.111
H 1.5734 -40.9771 4.7021 0.066
H -0.0631 -39.5754 3.8530 0.108
H -1.3713 -40.3836 4.4578 0.114
H -2.7202 -41.3749 2.7898 0.083
H -2.0666 -41.2933 1.1442 0.066
H -2.2223 -39.9312 2.2768 0.070
H 0.6220 -40.0507 1.2001 0.065
H 0.6418 -41.7399 0.7377 0.083
H 1.6426 -41.1292 1.9668 0.050
H -2.0673 -43.4934 1.9286 0.087
C -1.8515 -39.7064 -1.6479 -0.015
C -3.2212 -39.6022 -2.3365 -0.415
C -3.1996 -38.3869 -3.3533 -0.031
C -3.5633 -40.8974 -3.1305 -0.135
C -5.0119 -41.1506 -3.4895 -0.199
C -5.7605 -41.1940 -2.2109 -0.183
C -5.7802 -39.8075 -1.4488 -0.385
C -6.7051 -38.8027 -2.3181 -0.014
C -6.2572 -40.2015 0.0013 -0.036
N -4.3281 -39.3986 -1.3047 -0.180
O -4.2062 -38.3341 -0.5506 -0.012
H -1.9434 -39.3067 -0.6380 0.056
H -1.5563 -40.7547 -1.6007 0.075
H -0.9882 -39.1604 -2.0284 0.081
H -2.8627 -37.4639 -2.8814 0.068
H -2.5443 -38.5616 -4.2066 0.073
H -4.1175 -38.0524 -3.8366 0.066
H -2.9905 -40.8689 -4.0574 0.115
H -3.1752 -41.7154 -2.5236 0.111
H -5.5216 -40.4507 -4.1516 0.104
H -5.1427 -42.1228 -3.9647 0.115
H -5.4402 -41.9598 -1.5045 0.111
H -6.7864 -41.5029 -2.4110 0.117
H -6.6348 -37.7555 -2.0237 0.068
H -7.7850 -38.9503 -2.3252 0.068
H -6.4800 -38.8715 -3.3824 0.049
H -5.5484 -40.9518 0.3517 0.071
H -7.2268 -40.6865 0.1145 0.078
H -6.2527 -39.3146 0.6350 0.071
H -3.8287 -38.7532 0.2263 0.096
C 1.4318 -33.9404 5.7896 -0.042
C -0.0484 -33.9455 6.1386 -0.485
C -0.7593 -35.2154 5.7426 -0.044
C -0.0715 -34.1411 7.7201 -0.113
C -1.4653 -33.6728 8.3672 -0.183
C -1.8047 -32.2585 7.9816 -0.174
C -1.8374 -32.0011 6.4529 -0.448
C -3.0520 -32.7642 5.7953 -0.013
C -1.8203 -30.4654 6.3623 -0.030
N -0.5971 -32.6010 5.8644 -0.113
O -0.3205 -32.1536 4.5734 -0.020
H 2.0809 -33.3085 6.3958 0.081
H 1.9566 -34.8949 5.7498 0.087
H 1.5123 -33.6164 4.7520 0.060
H -0.1606 -36.1222 5.8285 0.091
H -1.7602 -35.4283 6.1179 0.073
H -0.9039 -34.9607 4.6926 0.073
H 0.1711 -35.0464 8.2766 0.115
H 0.6239 -33.3892 8.0932 0.096
H -2.2748 -34.3282 8.0459 0.090
H -1.3371 -33.7417 9.4474 0.105
H -1.0196 -31.6552 8.4373 0.115
H -2.7155 -32.0006 8.5219 0.122
H -3.9615 -32.1687 5.7166 0.075
H -3.2500 -33.7841 6.1251 0.060
H -2.8987 -33.0463 4.7536 0.073
H -2.6182 -30.0685 6.9900 0.093
H -1.8340 -30.1940 5.3068 0.076
H -0.7966 -30.1732 6.5963 0.084
H 0.2263 -31.3851 4.7520 0.101
C -0.2110 -36.9993 1.7110 -0.016
C 0.3904 -35.8636 0.8549 -0.544
C -0.6245 -35.2764 -0.0304 -0.034
C 0.7690 -34.8195 1.8728 -0.109
C 1.8538 -33.7431 1.4099 -0.164
C 3.0309 -34.5386 0.9338 -0.141
C 2.5408 -35.3455 -0.3329 -0.456
C 2.2749 -34.4105 -1.5065 -0.026
C 3.7628 -36.1911 -0.6904 -0.063
N 1.4480 -36.2465 -0.0265 -0.117
O 1.2931 -37.4120 -0.8341 0.021
H 0.5263 -37.3886 2.4130 0.081
H -1.0168 -36.5874 2.3185 0.082
H -0.6969 -37.7604 1.1005 0.066
H -0.3493 -34.2788 -0.3726 0.075
H -0.6524 -35.8527 -0.9552 0.086
H -1.6555 -35.4788 0.2598 0.093
H 0.0154 -34.1578 2.2997 0.118
H 1.2731 -35.2635 2.7311 0.105
H 1.4819 -33.0291 0.6750 0.084
H 2.2143 -33.0257 2.1471 0.090
H 3.2583 -35.2263 1.7483 0.113
H 3.9633 -33.9756 0.9753 0.092
H 1.6954 -33.4918 -1.4159 0.057
H 1.6415 -34.8578 -2.2725 0.089
H 3.2039 -34.1418 -2.0095 0.083
H 3.7548 -36.7302 -1.6377 0.088
H 4.2114 -36.8496 0.0533 0.061
H 4.6513 -35.6160 -0.9511 0.080
H 2.0411 -37.8936 -0.4734 0.090
C 3.9971 -39.7122 4.3317 -0.035
C 5.4409 -39.8025 3.7412 -0.457
C 6.2939 -39.2297 4.8477 -0.041
C 5.8162 -41.2812 3.5994 -0.147
C 7.2950 -41.4780 3.1691 -0.179
C 7.4813 -40.7489 1.8378 -0.113
C 6.8481 -39.2963 1.6230 -0.481
C 7.9328 -38.2021 1.8843 -0.026
C 6.4735 -39.2075 0.1187 -0.029
N 5.6023 -39.1796 2.3550 -0.098
O 5.0327 -37.8974 2.2864 -0.012
H 3.8437 -40.3146 5.2271 0.087
H 3.7351 -38.6681 4.5029 0.082
H 3.2479 -40.2244 3.7280 0.048
H 7.0842 -38.6152 4.4166 0.072
H 5.8464 -38.4741 5.4934 0.082
H 6.7317 -39.9659 5.5217 0.090
H 5.7229 -41.7829 4.5625 0.115
H 5.1783 -41.8358 2.9112 0.117
H 7.9804 -41.1382 3.9456 0.099
H 7.5404 -42.5379 3.1031 0.109
H 7.1026 -41.5078 1.1531 0.112
H 8.5419 -40.5836 1.6481 0.111
H 7.4859 -37.2199 2.0377 0.053
H 8.6813 -38.1133 1.0969 0.090
H 8.5032 -38.4213 2.7869 0.078
H 5.7919 -40.0387 -0.0617 0.084
H 7.3338 -39.5674 -0.4456 0.082
H 6.0948 -38.2135 -0.1194 0.070
H 5.8448 -37.3908 2.3599 0.047
```

Its energy above the lowest of the compared OMol25 structures with the same formula, charge and spin is 228.51 kcal/mol. Its net charge is 0. For the strongest force on any atom, the calculation gives 5.68 eV/A. As for the SMILES: CC1(C)CCCC(C)(C)N1O.CC1(C)CCCC(C)(C)N1O.CC1(C)CCCC(C)(C)N1O.CC1(C)CCCC(C)(C)N1O.CC1(C)CCCC(C)(C)N1O.CC1(C)CCCC(C)(C)N1O.CC1(C)CCCC(C)(C)N1O.


| no. | Kohn-Sham gap (eV) |
| --- | --- |
| 1 | 8.943 |
| 2 | 8.061 |